Entry from the OMol25 dataset: 2 unconnected molecules or ions with the total composition C4H11N3 at a distorted geometry (ωB97M-V with the def2-TZVPD basis set).

Structure (ORCA input):
```
! RIJCOSX wB97M-V def2-TZVPD def2/J DEFGRID3
* xyz 0 1
H -1.65 1.04 1.69
N -1.47 1.88 1.15
C -0.33 1.81 0.55
N 0.60 0.79 0.71
C 1.98 0.92 0.29
H 0.04 2.65 -0.06
H 0.36 0.02 1.33
H 2.60 0.18 0.81
H 2.37 1.92 0.50
H 2.04 0.74 -0.78
H 0.02 -2.23 -2.26
N 0.08 -1.21 -2.14
C -0.57 -0.84 -1.08
C -1.17 -1.80 -0.10
H -0.98 0.25 -1.05
H -0.41 -2.07 0.63
H -2.01 -1.33 0.42
H -1.49 -2.72 -0.60
*
```

Summary:
SMILES: [H]/N=C\NC.[H]/N=C\C
Relative energy (zero: lowest compared OMol25 entry of this formula, charge and spin): 241.3 kJ/mol
Kohn-Sham gap: 9.8 eV
HOMO level: -0.3300 hartree

Here are the natural (NBO) charges for atoms 1 to 4, given in e:
1. H 0.32
2. N -0.70
3. C 0.28
4. N -0.64



Entry from the OMol25 dataset: a molecular structure, C35H43AsBBeF6N7O8 at a distorted geometry (ωB97M-V with the def2-TZVPD basis set).

Structure (ORCA input):
```
! RIJCOSX wB97M-V def2-TZVPD def2/J DEFGRID3
* xyz 0 1
Be -3.29 -9.52 0.96
O -7.11 -10.40 -1.69
C -6.89 -9.33 -2.19
O -7.55 -8.75 -3.17
B -7.09 -7.35 -3.31
O -6.09 -7.15 -2.23
C -5.90 -8.30 -1.62
O -5.08 -8.51 -0.77
O -8.18 -6.38 -3.16
C -8.38 -5.76 -4.33
O -9.25 -5.01 -4.64
C -7.19 -6.19 -5.25
O -6.50 -7.15 -4.63
O -6.96 -5.76 -6.34
As -0.56 -12.59 1.00
F 0.01 -12.29 -0.63
F -1.59 -11.12 0.84
F -1.23 -12.78 2.59
F 0.45 -13.99 1.16
F 0.74 -11.61 1.61
F -1.85 -13.52 0.30
N -2.61 -9.58 3.42
C -2.39 -8.43 4.08
C -1.93 -8.31 5.38
C -1.63 -9.50 6.03
C -1.90 -10.71 5.44
C -2.44 -10.68 4.16
H -2.61 -7.52 3.53
H -1.84 -7.35 5.86
H -1.19 -9.45 7.03
H -1.70 -11.65 5.93
H -2.76 -11.61 3.70
N -5.40 -9.04 1.98
C -5.66 -8.10 2.90
C -6.94 -7.90 3.41
C -7.97 -8.74 3.03
C -7.70 -9.70 2.07
C -6.41 -9.79 1.55
H -4.86 -7.53 3.35
H -7.12 -7.05 4.05
H -8.98 -8.58 3.37
H -8.47 -10.32 1.64
H -6.23 -10.57 0.83
N -2.26 -8.87 -1.02
C -2.24 -7.62 -1.53
C -1.49 -7.26 -2.63
C -0.62 -8.20 -3.18
C -0.60 -9.46 -2.62
C -1.43 -9.77 -1.55
H -2.99 -6.96 -1.12
H -1.62 -6.27 -3.05
H 0.08 -7.95 -3.96
H 0.08 -10.19 -3.04
H -1.52 -10.79 -1.23
C 2.14 -6.94 -0.94
C 2.58 -7.73 0.29
C 1.75 -8.99 0.60
C 0.41 -8.70 1.12
N -0.64 -8.47 1.52
H 1.45 -6.13 -0.68
H 1.73 -7.54 -1.75
H 3.02 -6.41 -1.33
H 2.66 -7.12 1.19
H 3.58 -8.13 0.13
H 2.22 -9.53 1.42
H 1.65 -9.62 -0.28
C -3.87 -9.56 -4.67
C -4.59 -10.88 -4.42
C -3.75 -11.78 -3.49
C -3.95 -11.49 -2.07
N -4.08 -11.27 -0.95
H -4.44 -8.90 -5.33
H -2.94 -9.67 -5.21
H -3.81 -8.99 -3.73
H -4.88 -11.46 -5.30
H -5.54 -10.67 -3.93
H -2.68 -11.66 -3.66
H -4.03 -12.83 -3.60
C -6.90 -5.79 0.54
C -5.77 -4.82 0.22
C -4.63 -4.85 1.27
C -3.84 -6.09 1.29
N -3.25 -7.07 1.31
H -6.52 -6.81 0.47
H -7.77 -5.63 -0.08
H -7.25 -5.66 1.57
H -6.10 -3.78 0.19
H -5.33 -5.07 -0.74
H -5.08 -4.67 2.24
H -3.94 -4.05 1.00
C -6.73 -13.34 -0.12
C -5.61 -14.33 0.17
C -4.99 -14.16 1.56
C -4.55 -12.80 1.84
N -4.19 -11.73 2.04
H -6.37 -12.33 -0.31
H -7.44 -13.29 0.71
H -7.31 -13.69 -0.97
H -4.79 -14.14 -0.53
H -5.96 -15.35 0.05
H -4.08 -14.75 1.73
H -5.68 -14.50 2.34
*
```

Summary:
Relative energy (zero: lowest compared OMol25 entry of this formula, charge and spin): 0.0 kJ/mol
Kohn-Sham gap: 9.4 eV
HOMO level: -0.3455 hartree

Here are the Löwdin charges for atoms 1 to 4, given in e:
1. Be 0.74
2. O 0.14
3. C -0.40
4. O 0.25